(1)
{
  "formula": "C7H12N2",
  "method": "wB97M-V/def2-TZVPD",
  "gap_ev": 9.1,
  "smiles": "C=CC(=C)N.C=CN=C",
  "relative_energy_kcal_mol": 61.31,
  "elements": ["N", "N", "C", "C", "C", "C", "C", "C", "C", "H", "H", "H", "H", "H", "H", "H", "H", "H", "H", "H", "H"],
  "coordinates": [[0.901, 0.011, 1.777], [0.353, -1.629, -0.741], [-0.514, 1.471, 0.428], [0.837, 0.964, 0.768], [-1.568, 1.421, 1.245], [1.932, 1.575, 0.285], [-0.990, -1.391, -0.875], [-1.885, -2.202, -1.408], [1.251, -0.895, -1.246], [-1.589, -3.153, -1.835], [0.140, -0.654, 1.773], [-2.939, -1.981, -1.388], [-1.286, -0.374, -0.493], [2.930, 1.262, 0.578], [-2.479, 1.945, 1.016], [-0.524, 2.157, -0.410], [1.864, 2.379, -0.423], [1.067, -0.152, -2.028], [2.282, -1.115, -1.007], [-1.582, 0.808, 2.132], [1.799, -0.447, 1.851]],
  "nbo_charge": [-0.81, -0.45, -0.24, 0.16, -0.36, -0.49, -0.06, -0.45, -0.01, 0.20, 0.38, 0.20, 0.21, 0.20, 0.20, 0.21, 0.21, 0.15, 0.17, 0.20, 0.38]
}

=====

(2)
{
  "formula": "C8H16BGaNO3",
  "method": "wB97M-V/def2-TZVPD",
  "gap_ev": 7.1,
  "charge": -1,
  "elements": ["Ga", "O", "O", "O", "N", "C", "C", "C", "C", "C", "C", "C", "C", "B", "H", "H", "H", "H", "H", "H", "H", "H", "H", "H", "H", "H", "H", "H", "H", "H"],
  "coordinates": [[0.109, 0.446, -0.198], [-2.759, -0.765, 0.247], [1.653, -2.081, -0.112], [-1.626, 2.719, -0.471], [-1.415, -1.961, -1.398], [0.243, 1.342, 1.612], [1.597, -2.328, 1.289], [-0.969, 2.782, -1.616], [0.111, 1.755, -1.790], [0.294, 1.886, 2.691], [-0.661, 3.972, -0.532], [1.839, -0.681, -0.407], [0.402, -3.229, 1.584], [-1.529, -0.875, -0.438], [2.144, -0.616, -1.454], [1.046, 2.289, -1.936], [0.167, -3.815, 0.702], [2.649, -0.267, 0.203], [0.623, -3.849, 2.455], [1.492, -1.375, 1.807], [-3.319, -0.137, -0.224], [-2.121, -1.900, -2.130], [-0.190, 1.199, -2.683], [2.529, -2.827, 1.569], [-0.673, 4.065, 0.560], [0.395, 3.613, -0.512], [-0.515, -1.900, -1.862], [-0.477, -2.636, 1.831], [-1.495, 3.100, -2.514], [0.455, 2.074, 3.728]],
  "nbo_charge": [0.93, -0.96, -0.59, -0.49, -1.11, -0.38, -0.06, 0.26, -0.93, -0.42, -0.47, -0.53, -0.63, 0.61, 0.16, 0.22, 0.22, 0.16, 0.18, 0.19, 0.48, 0.36, 0.21, 0.15, 0.29, 0.18, 0.38, 0.22, 0.17, 0.21]
}

=====

(3)
{
  "formula": "C37H48BN9S3Ti",
  "method": "wB97M-V/def2-TZVPD",
  "gap_ev": [7.3, 6.8],
  "charge": 2,
  "multiplicity": 3,
  "s_squared": 2.0099,
  "elements": ["Ti", "S", "S", "S", "N", "N", "N", "N", "N", "N", "N", "N", "N", "C", "C", "C", "C", "C", "C", "C", "C", "C", "C", "C", "C", "C", "C", "C", "C", "C", "C", "C", "C", "C", "C", "C", "C", "C", "C", "C", "C", "C", "C", "C", "C", "C", "C", "C", "C", "C", "B", "H", "H", "H", "H", "H", "H", "H", "H", "H", "H", "H", "H", "H", "H", "H", "H", "H", "H", "H", "H", "H", "H", "H", "H", "H", "H", "H", "H", "H", "H", "H", "H", "H", "H", "H", "H", "H", "H", "H", "H", "H", "H", "H", "H", "H", "H", "H", "H"],
  "coordinates": [[-0.760, 2.548, 1.172], [1.489, 2.555, 2.262], [-2.633, 1.430, -0.131], [0.661, 3.363, -0.777], [-1.406, 2.096, 3.115], [-0.336, -0.124, -2.230], [0.079, 0.933, -1.513], [-0.821, -0.384, 0.446], [-2.001, 4.254, 1.056], [1.621, 0.531, 0.490], [-2.198, 4.297, 3.432], [-0.272, -1.494, 0.977], [2.163, -0.502, -0.217], [-4.411, -1.190, -0.159], [-1.673, 3.115, 3.928], [0.825, 3.620, -3.984], [-3.683, 5.593, 2.108], [-0.940, 0.935, 3.671], [-0.429, 0.038, -3.525], [-2.976, -1.315, 0.252], [-0.010, 1.255, -4.124], [-2.437, 4.733, -0.145], [-2.366, -1.505, -3.649], [-1.025, -1.141, -4.301], [-2.115, -0.176, 0.194], [0.070, -4.630, 0.537], [0.380, 2.139, -1.970], [2.261, 1.286, 1.384], [5.381, -1.555, -1.317], [-4.112, 6.053, 0.890], [-1.257, -0.775, -5.766], [-1.468, -4.567, 2.526], [4.443, 1.818, 2.592], [3.642, 0.997, 1.624], [3.410, -0.789, 0.007], [-0.432, -3.780, 1.715], [-0.077, -2.342, -4.231], [4.029, -1.975, -0.714], [-2.622, 4.693, 2.154], [3.109, -2.470, -1.820], [-0.739, 0.778, 5.003], [-0.999, 1.871, 5.842], [4.244, -3.102, 0.309], [4.176, -0.033, 0.935], [-2.424, -2.460, 0.717], [-3.474, 5.611, -0.268], [0.411, 2.311, -3.379], [-1.061, -2.516, 1.137], [0.752, -3.422, 2.612], [-1.468, 3.037, 5.313], [0.155, 0.718, 0.017], [6.147, -1.371, -0.562], [-4.163, 5.901, 3.028], [3.289, -3.482, 0.682], [-3.031, -3.353, 0.788], [3.510, -3.403, -2.221], [-0.734, 0.124, 2.984], [-1.950, -3.944, 3.284], [4.838, -2.774, 1.167], [4.777, -3.929, -0.164], [-2.245, -5.013, 1.903], [-2.483, 4.940, 4.153], [-1.688, 3.891, 5.941], [0.894, -2.111, -4.675], [1.831, 3.894, -3.664], [-1.905, 4.366, -1.008], [4.040, 1.726, 3.602], [5.755, -2.360, -1.952], [-2.236, -1.759, -2.594], [-4.944, 6.744, 0.837], [-0.377, -0.167, 5.382], [4.403, 2.876, 2.329], [-3.083, -0.681, -3.721], [0.801, 3.566, -5.071], [0.164, 4.425, -3.657], [-0.739, -4.886, -0.154], [1.245, -4.342, 2.933], [-3.772, 5.950, -1.249], [5.219, -0.285, 1.077], [0.495, -5.564, 0.911], [-0.968, -5.389, 3.041], [-0.327, -0.561, -6.297], [0.089, -2.661, -3.200], [-1.724, -1.622, -6.270], [-0.510, -3.176, -4.788], [-0.065, 1.360, -5.201], [-2.795, -2.369, -4.159], [1.487, -2.802, 2.100], [0.426, -2.890, 3.512], [5.482, 1.496, 2.596], [3.040, -1.750, -2.641], [-0.838, 1.795, 6.910], [5.288, -0.660, -1.937], [-1.926, 0.082, -5.885], [-4.488, -0.777, -1.167], [2.098, -2.653, -1.458], [-4.944, -0.504, 0.502], [-4.901, -2.161, -0.132], [0.843, -4.098, -0.025]],
  "nbo_charge": [1.15, -0.17, -0.10, -0.11, -0.61, -0.21, -0.42, -0.45, -0.59, -0.47, -0.57, -0.22, -0.21, -0.64, 0.42, -0.64, -0.25, 0.07, 0.24, -0.01, -0.12, 0.08, -0.60, -0.10, 0.14, -0.60, 0.13, 0.25, -0.61, -0.09, -0.61, -0.61, -0.64, -0.02, 0.25, -0.10, -0.60, -0.09, 0.40, -0.60, -0.25, -0.09, -0.60, -0.16, -0.12, -0.25, -0.01, 0.25, -0.60, -0.26, 0.83, 0.21, 0.24, 0.21, 0.24, 0.22, 0.22, 0.21, 0.21, 0.23, 0.21, 0.42, 0.24, 0.22, 0.25, 0.24, 0.25, 0.23, 0.21, 0.25, 0.25, 0.25, 0.21, 0.24, 0.24, 0.21, 0.23, 0.25, 0.24, 0.23, 0.24, 0.22, 0.22, 0.24, 0.23, 0.24, 0.23, 0.22, 0.21, 0.24, 0.21, 0.25, 0.22, 0.21, 0.25, 0.22, 0.25, 0.24, 0.21]
}

=====

(4)
{
  "formula": "C7H14N6O2",
  "method": "wB97M-V/def2-TZVPD",
  "gap_ev": 9.8,
  "charge": 2,
  "smiles": "[H]/N=C(/c1[nH+]cc([N+](=O)[O-])n1C)N(C)[NH2+]C",
  "relative_energy_kcal_mol": 0.55,
  "elements": ["O", "O", "N", "N", "N", "N", "N", "N", "C", "C", "C", "C", "C", "C", "C", "H", "H", "H", "H", "H", "H", "H", "H", "H", "H", "H", "H", "H", "H"],
  "coordinates": [[0.186, 5.148, -0.596], [-0.289, 4.526, 1.395], [0.236, -1.827, -0.537], [1.472, -0.904, 1.089], [-1.120, -1.847, -1.008], [0.283, 1.789, 0.549], [-0.046, 4.383, 0.256], [0.464, 1.215, -1.525], [0.273, 1.582, 2.037], [0.074, 2.963, -0.246], [1.001, -3.070, -0.525], [-2.039, -2.273, 0.142], [0.705, -0.699, 0.139], [0.205, 2.546, -1.514], [0.460, 0.769, -0.280], [-1.076, -2.537, -1.883], [-1.289, -0.958, -1.230], [-2.015, -3.439, 0.245], [0.403, 0.564, 2.137], [-3.005, -2.006, 0.013], [-0.548, 1.959, 2.649], [1.789, -1.732, 1.519], [1.118, 2.280, 2.255], [1.972, -3.103, -1.105], [0.744, 0.725, -2.359], [0.125, 3.236, -2.330], [-1.748, -1.995, 1.156], [0.458, -4.011, -0.918], [1.211, -3.282, 0.474]],
  "nbo_charge": [-0.28, -0.30, -0.30, -0.58, -0.32, -0.24, 0.57, -0.47, -0.40, 0.18, -0.47, -0.45, 0.37, -0.02, 0.36, 0.48, 0.41, 0.27, 0.23, 0.25, 0.27, 0.41, 0.26, 0.27, 0.47, 0.30, 0.26, 0.26, 0.22]
}